[1]
The molecule C3H5NS. Source: the OMol25 dataset; level of theory: ωB97M-V with the def2-TZVPD basis set.

Each line ends with the Löwdin charge.
Cartesian coordinates (Å):
N1 1.799 -0.209 0.108  0.011
C1 0.604 0.184 -0.062  -0.332
C2 -0.529 -0.531 -0.505  -0.169
C3 -1.686 0.333 -0.348  -0.630
S1 -3.328 -0.170 0.136  0.411
H1 2.673 0.471 0.265  0.171
H2 1.700 -1.063 0.926  0.216
H3 0.834 1.181 0.149  0.104
H4 -0.391 -1.699 -0.477  0.145
H5 -1.677 1.503 -0.191  0.074

Cartesian forces (eV/Å) of the 6 atoms listed first:
N 7.2703 -6.1898 4.9331
C -4.0257 1.2438 -2.5858
C 1.8277 1.2706 2.1042
C -4.0965 -0.2933 2.2748
S 3.3774 0.6631 -1.4593
H -3.1742 -2.0308 -0.0387

Its HOMO energy is -0.2877 Eh. The value obtained for the HOMO-LUMO gap is 0.27988 Eh. The value obtained for the total energy is -15513.126 eV. Its spin multiplicity is 1. Its structure (SMILES) is N/C=C/C=S. For the largest force on an atom, the calculation gives 10.7 eV/Å.

[2]
C2H2OS as an isolated structure. Source: the OMol25 dataset; level of theory: ωB97M-V with the def2-TZVPD basis set.

Each line ends with the Löwdin charge.
Cartesian coordinates (Å):
C1 -0.867 -0.565 -0.038  -0.201
C2 0.790 0.473 -0.010  -0.686
O1 -1.885 0.004 0.008  0.051
S1 2.159 -0.215 0.008  0.672
H1 -0.711 -1.680 0.166  0.114
H2 0.768 1.633 -0.097  0.049

Atomic forces in eV per Å
C 3.1701 1.2841 1.2800
C -4.2395 1.3031 -0.7659
O -0.7756 0.1087 -0.3854
S 2.4481 -1.6699 0.1998
H 0.2382 0.9580 -0.5867
H -0.8414 -1.9840 0.2582

Its HOMO energy is -0.3129 Eh. The value obtained for the HOMO-LUMO gap is 0.29384 Eh. The value obtained for the total energy is -14986.156 eV. Its spin multiplicity is 1. For the largest force on an atom, the calculation gives 4.5 eV/Å.

[3]
A 2-piece molecular cluster, C4H7NO overall. Source: the OMol25 dataset; level of theory: ωB97M-V with the def2-TZVPD basis set.

Each line ends with the Löwdin charge.
Cartesian coordinates (Å):
O1 -2.877 -1.305 0.300  -0.014
C1 -1.763 -1.257 -0.157  -0.184
C2 -0.311 1.043 0.996  0.020
N1 0.483 0.639 0.056  -0.237
C3 0.888 0.492 -1.202  -0.077
C4 1.758 -0.039 -0.123  -0.098
H1 -0.921 -1.837 0.277  0.082
H2 -0.134 0.704 2.008  0.079
H3 -1.146 1.685 0.743  0.082
H4 0.999 1.276 -1.938  0.087
H5 -1.495 -0.652 -1.046  0.067
H6 1.775 -1.115 0.063  0.092
H7 2.602 0.508 0.310  0.101

Cartesian forces (eV/Å) of the 6 atoms listed first:
O 0.4391 -0.0349 -0.1827
C -0.2711 -0.0118 0.0868
C 0.0514 0.0077 -0.0557
N -0.1291 0.0201 0.0086
C -0.0480 0.1852 -0.0020
C 0.2411 -0.2089 0.2514

Its HOMO energy (alpha / beta) is -0.2856 / -0.2857 Eh. The value obtained for the HOMO-LUMO gap (alpha / beta) is 0.31546 / 0.31549 Eh. The value obtained for the total energy is -7794.192 eV. Its spin multiplicity is 1. For the largest force on an atom, the calculation gives 0.5 eV/Å.

[4]
The molecule C3H7PS. Source: the OMol25 dataset; level of theory: ωB97M-V with the def2-TZVPD basis set.

Each line ends with the Löwdin charge.
Cartesian coordinates (Å):
C1 -0.608 0.942 0.328  -0.137
C2 0.494 -0.174 0.339  -1.018
C3 0.786 -0.862 -0.924  -0.176
P1 0.752 -1.095 1.963  0.567
S1 2.029 0.378 1.342  0.434
H1 -0.721 1.231 1.394  0.057
H2 -1.477 0.313 0.081  0.075
H3 -0.534 1.738 -0.361  0.056
H4 1.640 -1.581 -0.732  0.089
H5 1.224 -0.160 -1.588  0.066
H6 -0.174 -1.331 -1.200  0.094
H7 -0.098 -0.405 2.926  -0.105

Cartesian forces (eV/Å) of the 6 atoms listed first:
C -0.0429 -3.2861 1.8823
C 0.4218 2.4427 2.8158
C 0.8946 -1.7617 1.0049
P -0.8289 -0.6923 -0.1268
S 0.0144 0.4924 -0.8903
H -0.0645 0.4047 -0.9162

Its HOMO energy is -0.3135 Eh. The value obtained for the HOMO-LUMO gap is 0.34290 Eh. The value obtained for the total energy is -23347.627 eV. Its spin multiplicity is 1. Its structure (SMILES) is CC1(C)PS1. For the largest force on an atom, the calculation gives 3.8 eV/Å.

[5]
C6H12NO2P as an isolated structure. Source: the OMol25 dataset; level of theory: ωB97M-V with the def2-TZVPD basis set.

Each line ends with the Löwdin charge.
Cartesian coordinates (Å):
C1 2.586 -0.479 -1.006  -0.319
C2 -0.916 -0.455 -1.024  0.112
C3 2.862 -0.834 0.481  -0.249
C4 -1.370 0.367 0.087  -0.606
C5 -1.808 -0.322 1.390  -0.012
C6 -2.494 1.313 -0.315  -0.026
N1 1.479 0.372 -1.208  -0.176
O1 2.003 0.028 1.241  -0.336
O2 -0.228 1.279 0.536  -0.317
P1 1.275 1.221 0.145  0.817
H1 3.304 0.045 -1.680  0.118
H2 2.299 -1.467 -1.521  0.132
H3 -0.649 -1.514 -0.873  0.092
H4 -0.965 0.133 -1.934  0.076
H5 2.505 -1.837 0.754  0.105
H6 3.903 -0.812 0.773  0.099
H7 -0.984 -1.094 1.525  0.113
H8 -2.725 -0.830 1.335  0.071
H9 -1.750 0.325 2.172  0.054
H10 -2.380 1.869 0.570  0.068
H11 -3.444 0.729 -0.307  0.109
H12 -2.502 1.963 -1.142  0.073

Cartesian forces (eV/Å) of the 6 atoms listed first:
C 0.3098 -2.4224 -2.2523
C 0.8552 0.0163 0.3310
C -1.3411 0.1880 0.1876
C -0.2819 -0.1355 -0.0230
C 3.3587 -2.6163 -2.6077
C -0.7347 -1.6176 1.3261

Its HOMO energy (alpha / beta) is -0.3149 / -0.3079 Eh. The value obtained for the HOMO-LUMO gap (alpha / beta) is 0.28175 / 0.29853 Eh. The value obtained for the total energy is -21286.905 eV. Its spin multiplicity is 1. For the largest force on an atom, the calculation gives 5.0 eV/Å.

[6]
C51H42AuBrNO4P2S as an isolated structure. Source: the OMol25 dataset; level of theory: ωB97M-V with the def2-TZVPD basis set.

Each line ends with the Löwdin charge.
Cartesian coordinates (Å):
Au1 -0.786 0.750 0.468  0.611
C1 5.444 -0.363 3.461  -0.036
C2 4.034 0.134 3.732  -0.446
C3 4.008 0.778 5.140  -0.035
C4 3.735 1.238 2.742  -0.080
C5 4.365 2.567 2.813  -0.027
C6 4.025 3.518 1.922  -0.084
C7 3.193 3.209 0.780  -0.044
C8 2.537 1.989 0.701  -0.286
P1 1.194 1.658 -0.474  0.954
C9 0.769 3.307 -0.960  -0.393
C10 0.225 4.164 0.053  -0.106
C11 -0.193 5.432 -0.320  -0.087
C12 0.033 5.897 -1.631  -0.067
C13 0.580 5.005 -2.613  -0.082
C14 0.896 3.712 -2.319  -0.085
C15 1.820 0.784 -1.922  -0.344
C16 3.191 0.375 -1.964  -0.084
C17 3.673 -0.413 -2.992  -0.095
C18 2.882 -0.752 -4.099  -0.030
C19 1.559 -0.211 -4.129  -0.030
C20 1.060 0.536 -3.053  -0.118
C21 2.876 1.029 1.662  -0.190
O1 2.217 -0.204 1.506  -0.020
C22 1.943 -0.861 2.703  -0.167
C23 0.748 -1.603 2.836  -0.263
C24 0.794 -2.734 3.683  -0.079
C25 1.930 -2.954 4.458  -0.094
C26 2.991 -2.067 4.571  -0.016
C27 2.991 -0.988 3.662  -0.075
P2 -0.801 -1.039 2.071  0.953
C28 -1.849 -0.549 3.423  -0.374
C29 -2.380 -1.442 4.319  -0.075
C30 -3.159 -0.990 5.426  -0.067
C31 -3.182 0.342 5.732  -0.102
C32 -2.614 1.251 4.854  -0.077
C33 -2.012 0.822 3.671  -0.104
C34 -1.485 -2.475 1.237  -0.379
C35 -2.806 -2.584 0.801  -0.101
C36 -3.211 -3.457 -0.210  -0.085
C37 -2.280 -4.362 -0.720  -0.079
C38 -0.942 -4.337 -0.284  -0.043
C39 -0.541 -3.346 0.673  -0.080
H1 6.165 0.482 3.503  0.089
H2 5.559 -0.876 2.449  0.122
H3 5.853 -1.035 4.222  0.078
H4 4.785 1.497 5.302  0.058
H5 4.281 0.003 5.877  0.084
H6 3.064 1.246 5.449  0.104
H7 5.115 2.820 3.659  0.138
H8 4.332 4.519 2.092  0.089
H9 3.035 3.965 -0.027  0.123
H10 0.182 3.731 1.069  0.107
H11 -0.752 6.093 0.380  0.112
H12 -0.121 6.901 -1.923  0.079
H13 0.745 5.432 -3.600  0.101
H14 1.169 2.997 -3.080  0.093
H15 3.862 0.726 -1.183  0.096
H16 4.680 -0.791 -2.807  0.102
H17 3.229 -1.431 -4.861  0.106
H18 0.816 -0.451 -4.929  0.083
H19 0.021 0.816 -3.071  0.076
H20 -0.072 -3.391 3.722  0.108
H21 1.981 -3.937 4.962  0.110
H22 3.904 -2.315 5.152  0.127
H23 -2.274 -2.475 4.177  0.084
H24 -3.684 -1.770 5.979  0.105
H25 -3.565 0.706 6.658  0.095
H26 -2.510 2.307 5.148  0.112
H27 -1.631 1.569 3.010  0.067
H28 -3.579 -1.926 1.212  0.107
H29 -4.254 -3.462 -0.526  0.104
H30 -2.574 -5.090 -1.452  0.098
H31 -0.232 -5.113 -0.606  0.109
H32 0.453 -3.362 1.133  0.094
Br1 -6.187 3.860 -1.948  0.707
C40 -4.630 3.102 -1.230  -0.724
C41 -3.424 3.138 -1.948  -0.128
C42 -2.417 2.257 -1.584  -0.166
C43 -2.485 1.625 -0.347  -0.334
C44 -3.662 1.668 0.403  -0.165
C45 -4.779 2.315 -0.098  -0.171
H33 -3.386 3.795 -2.768  0.077
H34 -1.616 2.095 -2.312  0.072
H35 -3.761 1.179 1.357  0.064
H36 -5.763 2.256 0.399  0.097
N1 -3.646 -1.197 -3.269  0.090
C46 -2.893 -1.901 -4.181  -0.359
C47 -1.827 -1.232 -4.781  -0.070
C48 -1.028 -1.909 -5.637  -0.069
C49 -1.349 -3.294 -5.921  -0.262
C50 -2.503 -3.917 -5.444  -0.062
C51 -3.278 -3.202 -4.510  -0.047
S1 -0.316 -4.221 -7.042  0.400
O2 -0.726 -3.911 -8.361  -0.343
O3 -0.508 -5.619 -6.635  -0.389
O4 0.997 -3.638 -6.595  -0.426
H37 -3.123 -0.519 -2.708  0.081
H38 -4.288 -1.764 -2.763  0.060
H39 -1.720 -0.163 -4.504  0.112
H40 -0.210 -1.410 -6.204  0.110
H41 -2.779 -4.892 -5.827  0.106
H42 -4.147 -3.653 -4.042  0.095

Cartesian forces (eV/Å) of the 6 atoms listed first:
Au 0.1488 -0.8920 0.2174
C 1.5281 -0.3776 -1.0013
C 0.0263 0.4938 0.2727
C -0.0734 -1.2069 0.9133
C 0.4101 1.6991 -1.2699
C 0.1091 -2.4921 2.1999

Its charge is -1. Its HOMO energy is -0.1674 Eh. The value obtained for the HOMO-LUMO gap is 0.22501 Eh. The value obtained for the total energy is -166396.443 eV. Its spin multiplicity is 1. For the largest force on an atom, the calculation gives 4.8 eV/Å.

[7]
A 2-piece molecular cluster, CH6ClN2OP overall. Source: the OMol25 dataset; level of theory: ωB97M-V with the def2-TZVPD basis set.

Each line ends with the Löwdin charge.
Cartesian coordinates (Å):
C1 0.826 -0.823 -0.497  -0.699
N1 -2.502 -1.027 -0.661  0.073
N2 0.662 1.001 1.561  -0.143
O1 1.203 2.179 -0.766  -0.410
P1 0.466 1.063 -0.114  0.619
Cl1 2.595 -0.989 -0.092  0.460
H1 0.676 -0.996 -1.577  0.027
H2 0.257 -1.619 0.054  0.040
H3 -1.839 -0.670 -1.317  -0.090
H4 -3.203 -0.232 -0.464  0.013
H5 -0.014 0.257 1.821  0.054
H6 0.875 1.856 2.051  0.054

Cartesian forces (eV/Å) of the 6 atoms listed first:
C 0.6100 0.4285 -0.0566
N -1.7908 0.7077 1.4213
N -0.6862 -1.2857 -1.8359
O -0.0531 -0.9053 0.0311
P -0.1388 -0.4044 0.4520
Cl -0.5960 -0.3013 -0.3501

Its HOMO energy (alpha / beta) is -0.3906 / -0.3032 Eh. The value obtained for the HOMO-LUMO gap (alpha / beta) is 0.34362 / 0.25760 Eh. The value obtained for the total energy is -27970.501 eV. Its spin multiplicity is 1. For the largest force on an atom, the calculation gives 2.4 eV/Å.

[8]
C10H24ClI2O4P2Yb as an isolated structure. Source: the OMol25 dataset; level of theory: ωB97M-V with the def2-TZVPD basis set.

Each line ends with the Löwdin charge.
Cartesian coordinates (Å):
I1 2.673 -0.555 -1.541  0.688
I2 -0.758 -0.441 1.940  0.980
Yb1 -0.547 -1.354 -1.834  0.817
P1 0.709 -3.638 0.191  0.755
C1 2.210 -4.287 1.008  -0.246
C2 -0.535 -4.662 1.070  -0.242
H1 -0.086 -4.361 -2.000  0.004
H2 0.895 -5.613 -1.174  0.071
H3 1.725 -4.231 -1.947  0.053
C3 0.823 -4.538 -1.401  -0.265
H4 -1.529 -4.437 0.660  0.043
H5 -0.314 -5.731 0.914  0.070
H6 2.236 -5.383 0.945  0.073
H7 2.211 -4.003 2.068  0.064
H8 -0.505 -4.450 2.148  0.056
H9 3.111 -3.887 0.531  0.058
C4 1.729 -1.404 0.499  -0.812
O1 2.387 -1.093 1.424  -0.070
Cl1 -2.490 -2.728 -2.222  -0.195
C5 -2.805 2.699 2.700  -0.076
C6 -2.848 2.581 1.205  -0.126
O2 -1.378 2.547 0.665  -0.273
P2 -0.347 1.406 0.466  0.255
O3 1.087 1.955 0.714  -0.276
C7 1.769 3.309 0.478  -0.134
C8 0.860 4.471 0.734  -0.067
O4 -0.430 0.938 -1.072  -0.486
C9 0.104 1.994 -2.181  -0.142
C10 -0.522 1.526 -3.460  -0.060
H10 -2.250 1.889 3.179  0.033
H11 -3.820 2.648 3.099  0.106
H12 -2.375 3.672 2.976  0.100
H13 -3.331 1.667 0.857  0.116
H14 -3.271 3.455 0.710  0.133
H15 2.602 3.282 1.186  0.139
H16 2.142 3.264 -0.548  0.116
H17 0.487 4.485 1.769  0.100
H18 1.430 5.401 0.610  0.110
H19 0.022 4.489 0.024  0.073
H20 1.193 1.881 -2.146  0.043
H21 -0.221 2.975 -1.829  0.120
H22 -1.622 1.580 -3.403  0.111
H23 -0.208 2.182 -4.287  0.122
H24 -0.214 0.498 -3.726  0.061

Cartesian forces (eV/Å) of the 6 atoms listed first:
I -0.0061 -0.1950 -0.8620
I -0.4908 0.6821 -0.5645
Yb 1.1311 0.0148 0.2482
P 0.1222 -2.0908 0.3775
C 0.3310 0.3585 0.1499
C -0.4671 0.3575 0.0304

Its charge is +2. Its HOMO energy (alpha / beta) is -0.5236 / -0.5362 Eh. The value obtained for the HOMO-LUMO gap (alpha / beta) is 0.25730 / 0.22765 Eh. As for the expectation value of S²: 0.7655. The value obtained for the total energy is -97767.160 eV. Its spin multiplicity is 2. For the largest force on an atom, the calculation gives 3.9 eV/Å.

[9]
An isolated ion of composition C20H32N3O and charge +1. Source: the OMol25 dataset; level of theory: ωB97M-V with the def2-TZVPD basis set.

Each line ends with the Löwdin charge.
Cartesian coordinates (Å):
O1 2.002 1.030 0.506  0.064
C1 0.834 0.672 0.658  -0.404
C2 0.646 -0.630 1.492  -0.028
N1 2.017 -1.003 1.871  0.053
C3 2.564 -2.322 1.416  -0.280
C4 1.748 -3.466 2.017  -0.130
C5 2.421 -4.851 1.896  -0.182
C6 3.909 -4.823 1.546  -0.195
C7 4.224 -4.372 0.103  -0.180
C8 3.071 -3.710 -0.649  -0.185
C9 2.671 -2.336 -0.106  -0.134
N2 -0.262 1.241 0.202  0.167
C10 -0.410 2.445 -0.521  -0.144
C11 0.612 3.358 -0.716  -0.002
C12 0.337 4.554 -1.357  -0.065
C13 -0.950 4.836 -1.782  -0.065
C14 -1.969 3.916 -1.600  -0.003
C15 -1.712 2.697 -0.987  -0.184
N3 -2.676 1.693 -0.750  -0.137
C16 -4.049 2.137 -0.557  -0.178
C17 -4.838 1.011 0.107  -0.175
C18 -4.810 -0.238 -0.769  -0.199
C19 -3.363 -0.625 -1.066  -0.183
C20 -2.628 0.565 -1.678  -0.171
H1 0.019 -0.440 2.363  0.148
H2 0.180 -1.402 0.881  0.129
H3 2.164 -0.910 2.876  0.184
H4 2.544 -0.183 1.356  0.152
H5 3.575 -2.363 1.828  0.152
H6 1.599 -3.244 3.078  0.121
H7 0.763 -3.510 1.552  0.118
H8 1.900 -5.454 1.154  0.111
H9 2.310 -5.369 2.849  0.115
H10 4.290 -5.836 1.681  0.114
H11 4.442 -4.204 2.270  0.106
H12 5.081 -3.696 0.109  0.116
H13 4.518 -5.247 -0.478  0.114
H14 3.371 -3.583 -1.690  0.121
H15 2.205 -4.371 -0.648  0.110
H16 3.416 -1.596 -0.407  0.131
H17 1.722 -2.053 -0.565  0.119
H18 -1.182 0.836 0.384  0.144
H19 1.606 3.141 -0.363  0.105
H20 1.129 5.269 -1.513  0.110
H21 -1.163 5.774 -2.269  0.110
H22 -2.963 4.143 -1.949  0.114
H23 -4.038 3.021 0.084  0.133
H24 -4.531 2.399 -1.511  0.129
H25 -5.866 1.337 0.266  0.115
H26 -4.398 0.789 1.081  0.114
H27 -5.326 -1.060 -0.272  0.113
H28 -5.328 -0.036 -1.708  0.118
H29 -3.328 -1.468 -1.757  0.114
H30 -2.871 -0.925 -0.136  0.102
H31 -1.585 0.315 -1.891  0.121
H32 -3.106 0.831 -2.632  0.136

Cartesian forces (eV/Å) of the 6 atoms listed first:
O 0.0117 0.3446 -0.2225
C 0.0703 -0.6068 0.3520
C -0.4402 0.3189 -0.3129
N 0.6893 0.6118 -0.0478
C -0.1227 -0.5581 -0.2377
C 0.1515 0.0331 -0.0176

Its charge is +1. Its HOMO energy is -0.4053 Eh. The value obtained for the HOMO-LUMO gap is 0.31335 Eh. The value obtained for the total energy is -27772.352 eV. Its spin multiplicity is 1. Its structure (SMILES) is O=C(C[NH2+]C1CCCCCC1)Nc1ccccc1N1CCCCC1. For the largest force on an atom, the calculation gives 0.9 eV/Å.

Among the records above, which one has the highest spin multiplicity?
C10H24ClI2O4P2Yb

What is the spin multiplicity in the fourth record?
1